# 1
{
  "formula": "C16H16Cl3N3",
  "method": "ωB97M-V/def2-TZVPD",
  "smiles": "ClC(Cl)Cl.c1ccncc1.c1ccncc1.c1ccncc1",
  "e_lumo_ev": 0.320,
  "homo_lumo_gap_ev": 10.12,
  "e_homo_ev": -9.8,
  "total_charge": 0,
  "species": ["Cl", "C", "Cl", "Cl", "H", "C", "C", "C", "N", "C", "C", "H", "H", "H", "H", "H", "C", "C", "C", "N", "C", "C", "H", "H", "H", "H", "H", "C", "C", "C", "N", "C", "C", "H", "H", "H", "H", "H"],
  "xyz": [[-1.1324, -0.8536, 1.1957], [-0.0884, 0.0620, 0.1022], [-0.8029, 0.1366, -1.5239], [1.5367, -0.5902, 0.0169], [0.0041, 1.0545, 0.5234], [-5.7681, -1.1284, 0.9243], [-7.0886, -1.2909, 0.5747], [-7.4584, -1.0578, -0.7544], [-6.5466, -0.7877, -1.6884], [-5.2533, -0.6812, -1.3169], [-4.8444, -0.7030, -0.0065], [-5.4937, -1.4253, 1.9316], [-7.7875, -1.6884, 1.2992], [-8.4852, -1.1473, -1.0803], [-4.6310, -0.4414, -2.1696], [-3.8136, -0.4948, 0.2482], [1.3398, 3.0688, -2.3191], [0.6307, 4.1954, -1.9350], [1.1887, 5.4470, -2.1433], [2.3768, 5.6284, -2.7128], [3.0313, 4.5287, -3.1071], [2.5767, 3.2358, -2.9168], [0.9177, 2.0722, -2.2672], [-0.3696, 4.0765, -1.5371], [0.6374, 6.3068, -1.7773], [3.9628, 4.7493, -3.6157], [3.1449, 2.4080, -3.3184], [4.2053, -2.1343, 2.0455], [4.6923, -2.1363, 3.3541], [4.8217, -3.3188, 4.0462], [4.5665, -4.5168, 3.5214], [4.1615, -4.5263, 2.2523], [3.9376, -3.3794, 1.5015], [4.0170, -1.1942, 1.5492], [5.0277, -1.1959, 3.7750], [5.2495, -3.2871, 5.0430], [4.0474, -5.4853, 1.7626], [3.4897, -3.5060, 0.5227]],
  "forces_ev_per_angstrom": [[0.17, -0.06, -0.07], [-0.19, 0.05, -0.03], [-0.01, 0.04, 0.33], [0.13, -0.21, 0.03], [-0.16, 0.12, -0.24], [-0.23, -0.28, 0.83], [-0.33, -0.31, -0.53], [0.84, -0.11, 0.26], [-0.03, -0.30, 0.22], [-1.38, 1.01, -0.84], [0.63, -0.44, -0.19], [0.24, 0.43, 0.00], [-0.14, 0.20, -0.05], [-0.09, 0.05, -0.04], [0.50, -0.08, 0.28], [-0.02, -0.16, 0.04], [0.01, -0.15, -0.42], [-0.17, -0.52, -0.09], [-0.03, -0.23, 0.41], [-0.19, -0.20, 0.02], [0.10, 0.71, 0.04], [0.03, 0.24, -0.27], [-0.04, 0.12, 0.25], [0.05, 0.19, 0.13], [0.19, 0.23, -0.26], [0.09, -0.28, 0.02], [0.01, -0.07, 0.16], [-0.03, -0.63, 0.86], [0.07, 0.83, -0.71], [0.48, -0.11, 0.07], [0.07, -0.03, -0.25], [0.16, 0.19, 0.13], [-0.46, 0.12, -0.34], [0.09, -0.07, -0.25], [-0.18, -0.10, 0.28], [-0.23, -0.19, 0.09], [-0.19, -0.15, 0.23], [0.22, 0.15, -0.09]]
}

=====

# 2
{
  "formula": "C2H4N6",
  "method": "ωB97M-V/def2-TZVPD",
  "smiles": "N/N=c1\\nc[nH]nn1",
  "e_lumo_ev": 0.257,
  "homo_lumo_gap_ev": 8.51,
  "e_homo_ev": -8.3,
  "total_charge": 0,
  "species": ["N", "N", "C", "N", "C", "N", "N", "N", "H", "H", "H", "H"],
  "xyz": [[-2.6363, 0.2873, 0.1521], [-1.6913, -0.6744, -0.0257], [-0.4723, -0.3518, -0.1125], [-0.1826, 1.1249, -0.1973], [1.0964, 1.2897, -0.1444], [1.9906, 0.3267, 0.3842], [1.6946, -1.0376, -0.0111], [0.4949, -1.3683, -0.1451], [-2.3957, 1.1434, 0.6840], [-3.5825, 0.0170, 0.0455], [1.5293, 2.2013, -0.5608], [3.0152, 0.3998, 0.2725]],
  "forces_ev_per_angstrom": [[1.87, 0.78, 0.24], [-1.55, -0.67, 0.11], [-0.89, 3.12, 1.34], [2.29, -2.72, -0.52], [-0.14, 0.06, 0.36], [-0.42, -0.62, -1.38], [-1.12, -0.27, 0.86], [1.62, 1.13, -0.83], [-0.23, -0.91, -0.90], [-0.40, -0.48, 0.27], [0.07, 0.07, 0.55], [-1.10, 0.50, -0.10]]
}

=====

# 3
{
  "formula": "C2HO5",
  "method": "ωB97M-V/def2-TZVPD",
  "e_lumo_ev": [3.546, 3.539],
  "homo_lumo_gap_ev": [7.52, 7.48],
  "e_homo_ev": [-4.0, -3.9],
  "total_charge": -1,
  "species": ["C", "C", "O", "O", "O", "O", "O", "H"],
  "xyz": [[0.8289, 0.4421, -1.1814], [-0.3196, 0.2992, 0.2720], [0.1228, 1.1208, -1.8853], [1.8915, -0.0449, -1.0031], [-0.0260, 1.2139, 1.1655], [-1.3006, 1.1146, 0.5931], [-0.8645, -1.9580, 1.4187], [-0.3326, -2.1877, 0.6205]],
  "forces_ev_per_angstrom": [[-0.90, 0.47, -0.94], [0.28, -1.73, 0.59], [0.44, -0.15, -0.07], [0.30, -0.35, 0.32], [3.31, 0.57, 2.31], [-3.83, -0.14, -1.46], [0.93, 1.34, -1.63], [-0.54, -0.02, 0.89]]
}

=====

# 4
{
  "formula": "C6H11NO2",
  "method": "ωB97M-V/def2-TZVPD",
  "smiles": "CC1(C)C[C@H]1C(=O)NO",
  "e_lumo_ev": 0.769,
  "homo_lumo_gap_ev": 10.09,
  "e_homo_ev": -9.3,
  "total_charge": 0,
  "species": ["C", "C", "C", "C", "C", "C", "O", "N", "O", "H", "H", "H", "H", "H", "H", "H", "H", "H", "H", "H"],
  "xyz": [[0.3226, -0.4337, 1.4676], [0.5263, -0.7565, 0.0024], [1.9755, -0.9110, -0.3845], [-0.5399, -1.5620, -0.6870], [-0.4002, -0.1036, -1.0076], [-1.3609, 0.8985, -0.4552], [-2.5417, 0.7428, -0.1970], [-0.7469, 2.0855, -0.2361], [-1.4129, 3.0456, 0.5394], [0.8287, 0.4918, 1.7399], [-0.7336, -0.3329, 1.7044], [0.7389, -1.2317, 2.0773], [2.4378, -1.7061, 0.2016], [2.5269, 0.0094, -0.1984], [2.0693, -1.1669, -1.4379], [-0.2497, -2.2718, -1.4474], [-1.4010, -1.8637, -0.1118], [0.0228, 0.1749, -1.9654], [0.2515, 2.2207, -0.2250], [-2.3137, 2.6708, 0.6206]],
  "forces_ev_per_angstrom": [[-0.05, -0.05, -0.27], [-0.02, 0.04, 0.01], [-0.20, -0.27, -0.07], [0.15, 0.04, -0.02], [-0.02, -0.07, 0.12], [0.37, 0.15, -0.15], [-0.05, -0.03, 0.20], [-0.40, 0.47, 0.22], [-0.04, -0.16, -0.25], [0.03, 0.10, 0.05], [-0.09, 0.02, 0.10], [0.02, -0.11, 0.11], [0.08, -0.03, 0.00], [0.07, 0.09, 0.01], [0.08, 0.00, -0.09], [0.07, 0.01, -0.09], [-0.11, 0.06, 0.11], [0.05, -0.06, 0.00], [-0.16, -0.13, 0.13], [0.24, -0.09, -0.11]]
}

=====

# 5
{
  "formula": "C5H5NS",
  "method": "ωB97M-V/def2-TZVPD",
  "smiles": "C#C[C@H]1CN1C=S",
  "e_lumo_ev": 0.121,
  "homo_lumo_gap_ev": 8.97,
  "e_homo_ev": -8.8,
  "total_charge": 0,
  "species": ["C", "C", "C", "C", "N", "C", "S", "H", "H", "H", "H", "H"],
  "xyz": [[3.5694, -0.4307, -0.2452], [2.4461, -0.1656, 0.1139], [1.1172, 0.1688, 0.5546], [0.3048, 1.2925, -0.0569], [-0.0045, -0.0826, -0.3422], [-1.1616, -0.7299, 0.0216], [-2.6561, -0.0862, -0.0605], [4.4903, -0.6677, -0.6231], [0.9330, -0.0516, 1.6600], [-0.3581, 1.8055, 0.5866], [0.7703, 1.8241, -0.9073], [-0.9616, -1.7631, 0.3190]],
  "forces_ev_per_angstrom": [[-2.85, 0.66, 0.86], [1.21, -0.20, -0.48], [-0.51, -0.38, 1.54], [1.19, -0.66, -1.17], [-0.16, -0.07, 0.29], [0.08, 0.32, -0.15], [0.42, -0.25, 0.08], [1.67, -0.41, -0.55], [0.16, 0.41, -1.59], [-0.64, 0.60, 0.47], [-0.42, -0.16, 0.72], [-0.16, 0.13, -0.02]]
}

=====

# 6
{
  "formula": "C5H11NO",
  "method": "ωB97M-V/def2-TZVPD",
  "smiles": "N/C=C/CCCO",
  "e_lumo_ev": 1.000,
  "homo_lumo_gap_ev": 9.08,
  "e_homo_ev": -8.1,
  "total_charge": 0,
  "species": ["N", "C", "C", "C", "C", "C", "O", "H", "H", "H", "H", "H", "H", "H", "H", "H", "H", "H"],
  "xyz": [[2.4620, 2.0017, -0.2890], [1.2212, 1.4697, -0.6548], [0.2424, 1.1635, 0.1973], [-1.0331, 0.5211, -0.2484], [-1.4360, -0.6591, 0.6572], [-0.5451, -1.8750, 0.3861], [-0.8547, -2.4766, -0.8528], [2.5962, 2.2247, 0.6845], [3.2617, 1.5195, -0.6661], [0.9640, 1.5536, -1.7053], [0.2429, 1.5015, 1.2301], [-1.8441, 1.2613, -0.1212], [-1.1098, 0.2326, -1.2949], [-2.4616, -0.9432, 0.4222], [-1.3122, -0.4163, 1.7115], [0.4857, -1.5307, 0.4782], [-0.7917, -2.5648, 1.1962], [-0.0878, -2.9837, -1.1307]],
  "forces_ev_per_angstrom": [[0.22, 0.60, -0.31], [-0.18, 0.44, 0.86], [-0.30, 0.02, -0.88], [-1.50, 0.93, 0.94], [0.76, -0.39, -1.36], [-0.84, 0.39, 1.13], [0.21, 0.23, -0.30], [-0.15, -0.26, 0.07], [-0.02, 0.06, -0.11], [0.44, -0.84, -0.22], [0.49, -0.51, 0.21], [0.11, -0.06, -0.09], [0.54, -0.11, -0.07], [-0.13, 0.02, 0.30], [-0.24, 0.17, 0.05], [0.23, -0.29, -0.21], [0.42, -0.36, 0.06], [-0.07, -0.05, -0.09]]
}

=====

# 7
{
  "formula": "C2H5InO",
  "method": "ωB97M-V/def2-TZVPD",
  "e_lumo_ev": -15.788,
  "homo_lumo_gap_ev": 4.52,
  "e_homo_ev": -20.3,
  "total_charge": 2,
  "species": ["In", "C", "C", "O", "H", "H", "H", "H", "H"],
  "xyz": [[0.9531, -2.2343, 2.0537], [-0.5344, 0.4156, -0.8723], [0.2931, 0.1187, 0.3144], [0.2854, -1.1488, 0.8671], [-0.4659, 1.4812, -1.0914], [-1.5653, 0.1258, -0.6692], [-0.3165, -0.1180, -1.7974], [0.0334, 0.8985, 1.0304], [1.3170, 0.4613, 0.1646]],
  "forces_ev_per_angstrom": [[3.14, -4.20, 4.54], [-0.94, -1.72, -1.71], [1.24, 2.80, 1.32], [-4.46, 3.21, -4.74], [0.47, 0.21, 0.20], [-0.18, 0.00, 0.30], [0.25, 0.05, -0.29], [-0.28, -0.41, 1.18], [0.76, 0.06, -0.80]]
}

=====

# 8
{
  "formula": "C5H8N2O",
  "method": "ωB97M-V/def2-TZVPD",
  "smiles": "OCCc1cn[nH]c1",
  "e_lumo_ev": 0.869,
  "homo_lumo_gap_ev": 9.86,
  "e_homo_ev": -9.0,
  "total_charge": 0,
  "species": ["O", "C", "C", "C", "C", "N", "N", "C", "H", "H", "H", "H", "H", "H", "H", "H"],
  "xyz": [[2.1706, -1.8018, -0.8953], [0.7885, -1.4217, -0.9252], [0.3777, -0.8748, 0.4696], [-0.3669, 0.3743, 0.3699], [-1.8277, 0.6027, 0.1748], [-2.0445, 1.8759, 0.1315], [-0.9248, 2.4889, 0.3694], [0.0626, 1.6359, 0.4300], [2.1855, -2.5009, -0.3442], [0.8230, -0.8249, -1.6176], [0.2006, -2.1806, -1.0901], [-0.3423, -1.8572, 0.7579], [1.1792, -0.9308, 1.1341], [-2.6797, -0.1561, 0.0107], [-0.8325, 3.4971, 0.4639], [1.2307, 2.0741, 0.5609]],
  "forces_ev_per_angstrom": [[-0.25, 2.71, -2.56], [4.13, -1.73, 8.11], [-3.27, -3.94, -1.62], [-3.19, -0.52, 0.14], [1.08, -2.45, -0.33], [-3.34, 0.84, 0.20], [0.23, 1.97, -0.47], [7.13, 1.49, 1.31], [0.73, -3.82, 2.88], [-0.68, 6.86, -7.13], [-2.97, -4.26, -1.52], [1.40, 3.04, 0.20], [1.37, 0.40, 1.02], [1.65, 1.43, 0.34], [-0.45, -0.56, -0.29], [-3.56, -1.45, -0.29]]
}

=====

Strongest force on any atom (computed, eV Å⁻¹): 1.904, 3.595, 4.100, 0.657, 3.049, 1.997, 7.254, 9.917
ΔE to the lowest compared entry with this formula, charge and spin (computed, kJ/mol): 24.3, 229.3, 467.5, 243.9, 306.8, 176.0, 258.6, 372.4